The following is a DFT calculation (the ωB97M-V functional and the def2-TZVPD basis) of one molecule with the formula C5H10N2O.

Geometry (Å):
C (-1.17, 1.64, 0.53)
C (-1.00, -0.84, -0.16)
C (0.35, -0.99, -0.08)
N (1.07, -2.05, 0.53)
N (1.99, 0.85, -0.29)
C (0.87, 0.17, -0.76)
C (-1.29, 0.51, -0.47)
O (-1.96, -1.82, -0.11)
H (-1.51, -2.68, -0.18)
H (1.05, -2.05, 1.54)
H (2.02, -2.13, 0.20)
H (2.04, 1.00, 0.71)
H (2.32, 1.62, -0.84)
H (0.71, 0.28, -1.82)
H (-2.08, 0.68, -1.21)
H (-0.41, 1.42, 1.28)
H (-0.90, 2.58, 0.04)
H (-2.11, 1.81, 1.06)

Results
HOMO level   -7.507 eV
Energy relative to the best compared isomer or geometry (same formula, charge and spin)   64.7 kcal/mol
Max |F|   0.4 eV/A
Charge   0
DFT total energy   -381.1824 Eh
Kohn-Sham gap   0.3084 Ha

Results of the Löwdin charge analysis, in e, for atoms 1 through 5: number 1, C, carries -0.1226; number 2, C, carries -0.3432; number 3, C, carries -0.3188; number 4, N, carries 0.0825; number 5, N, carries 0.0804